[1]
ORCA calculation (the ωB97M-V functional and the def2-TZVPD basis) on a molecular structure, C50H98F24K3N4O37S8.

```
! wB97M-V def2-TZVPD RIJCOSX def2/J DEFGRID3
* xyz -1 1
K 11.43088 24.11535 4.63342
K 20.47589 20.39178 5.81135
K 14.47496 21.30297 12.73271
C 14.14909 30.38969 11.96960
F 12.84537 30.19854 11.69238
F 14.90302 29.34802 11.69804
F 14.43186 31.42857 11.16169
S 14.47776 30.96259 13.80368
O 13.90673 29.91528 14.68773
O 15.91054 31.14788 13.99863
N 13.53855 32.46819 13.86452
S 14.23110 33.12667 15.14194
O 13.93349 32.46850 16.42875
O 15.59380 33.61662 14.89633
C 13.22644 34.74221 15.28434
F 13.65796 35.35639 16.36439
F 13.32804 35.52556 14.20880
F 11.90968 34.54479 15.42069
C 16.57696 23.75090 8.93406
F 17.16941 24.65112 8.15886
F 17.47696 23.16903 9.80475
F 15.56941 24.37752 9.60464
S 15.83017 22.38128 7.84873
O 14.81533 23.01266 6.96221
O 16.96919 21.85493 7.11013
N 15.17220 21.28192 8.88152
S 14.66949 20.12516 7.96561
O 13.55792 20.54469 7.04237
O 15.65036 19.25506 7.32465
C 13.70498 18.98402 9.17268
F 13.23770 17.89570 8.52406
F 14.59683 18.50069 10.03411
F 12.73534 19.64886 9.84239
C 12.74321 26.85362 -0.12102
F 11.43179 26.49557 -0.01319
F 13.31988 26.20899 -1.13666
F 12.96489 28.16606 -0.19958
S 13.60048 26.19664 1.52306
O 13.12162 24.81215 1.75156
O 15.00849 26.32661 1.34549
N 12.75544 27.12318 2.69929
S 13.96144 27.77827 3.37009
O 14.84351 26.92360 4.11060
O 14.64949 28.79254 2.57073
C 13.00519 28.71697 4.74826
F 12.00688 29.44470 4.24514
F 12.38586 27.78143 5.46826
F 13.69946 29.50179 5.58329
C 15.00208 14.08771 2.05010
F 15.96563 14.18288 1.16780
F 14.78761 12.81909 2.33720
F 15.35684 14.74728 3.18606
S 13.49437 14.95145 1.23529
O 13.38237 14.38351 -0.09536
O 12.36191 14.61259 2.07461
N 13.97534 16.54437 1.29146
S 13.19568 17.19053 2.40460
O 11.76288 17.30429 2.08893
O 13.48632 16.83827 3.81605
C 13.91710 18.96569 2.17501
F 14.18394 19.17564 0.87911
F 13.07970 19.89495 2.57078
F 15.04028 19.04106 2.95077
C 21.03738 32.13269 3.47431
O 20.83973 31.58098 4.82299
C 20.00652 30.38972 4.77506
C 19.88342 29.60828 6.06534
O 21.17426 29.47604 6.67063
C 21.27982 29.06737 8.09589
C 20.54111 30.00345 9.13420
O 20.64745 31.39671 8.85240
C 20.32864 32.20805 9.97683
H 21.83799 31.57241 2.99140
H 21.40588 33.15710 3.52807
H 20.10805 32.08552 2.90667
H 20.41346 29.81375 3.94395
H 18.98267 30.67698 4.53564
H 19.40946 28.63493 5.93870
H 19.25636 30.22771 6.70660
H 22.32983 28.95597 8.36637
H 20.82659 28.08290 8.21207
H 20.93351 29.87779 10.14334
H 19.48725 29.73974 9.22331
H 19.29366 32.15421 10.31448
H 20.51882 33.26557 9.79356
H 20.99091 31.96451 10.80761
C 14.17996 18.51517 15.54940
O 13.11912 18.78111 14.63337
C 11.83182 18.29694 15.04051
C 10.71943 19.00793 14.23910
O 10.87671 20.42442 14.11715
C 9.99476 21.03994 13.23689
C 10.16711 22.60552 13.34205
O 11.42326 22.98750 12.84377
C 11.62859 24.38738 12.56947
H 15.07074 19.05612 15.23005
H 14.49970 17.47345 15.52344
H 14.08531 18.76384 16.60642
H 11.70869 18.44268 16.11369
H 11.75758 17.21833 14.90196
H 9.77982 18.67924 14.68316
H 10.75542 18.56978 13.24169
H 8.99835 20.72247 13.54429
H 10.25837 20.79842 12.20719
H 10.20677 22.84479 14.40473
H 9.31824 23.02899 12.80522
H 11.21675 24.97652 13.38886
H 11.09606 24.64870 11.65502
H 12.69059 24.53581 12.37400
C 9.07361 13.47665 5.86737
O 8.67689 14.70674 5.31810
C 7.95554 15.51641 6.20227
C 7.75561 16.92541 5.64625
O 7.06569 16.88345 4.37615
C 5.68497 16.91425 4.56325
C 4.78423 16.63882 3.35415
O 4.97440 15.32905 2.87803
C 4.12357 14.45532 3.40714
H 9.56887 12.93449 5.06184
H 8.24513 12.89755 6.27526
H 9.73443 13.69801 6.70546
H 8.44679 15.57062 7.17378
H 6.96136 15.09256 6.34400
H 8.71542 17.41702 5.48746
H 7.25258 17.58229 6.35587
H 5.47497 17.94573 4.84617
H 5.33934 16.25074 5.35595
H 5.14804 17.20481 2.49659
H 3.73918 16.93704 3.43803
H 4.25098 13.43713 3.03952
H 3.06719 14.69724 3.29031
H 4.27965 14.40845 4.48489
C 25.98926 27.41708 7.06850
O 26.22781 28.20820 8.23124
C 27.17627 27.89301 9.26296
C 27.01435 26.45724 9.90313
O 25.73560 26.36074 10.54032
C 25.68977 26.85915 11.86158
C 24.34150 26.39912 12.55615
O 23.15083 26.80817 11.80874
C 21.94662 26.19468 12.28673
H 26.95194 27.23192 6.59199
H 25.19486 27.80302 6.42968
H 25.72068 26.39230 7.32501
H 26.91272 28.62844 10.02309
H 28.19811 28.14448 8.97887
H 27.84409 26.22596 10.57107
H 27.04399 25.65525 9.16555
H 25.82474 27.93703 11.77184
H 26.57093 26.57107 12.43488
H 24.27047 26.77511 13.57677
H 24.40045 25.32415 12.72668
H 21.80768 25.16702 11.95100
H 21.03248 26.57881 11.83407
H 21.80172 26.29640 13.36225
C 19.58387 22.54632 2.84171
O 20.59677 22.68185 3.83130
C 21.03032 23.99836 4.03092
C 22.22667 24.12155 4.97325
O 21.89438 23.44971 6.16472
C 22.78085 23.68585 7.29942
C 22.31943 23.09194 8.56304
O 22.09353 21.66741 8.56705
C 23.29469 20.93733 8.92598
H 19.87571 23.14829 1.98116
H 18.57800 22.78339 3.18831
H 19.58971 21.51221 2.49720
H 20.16645 24.58621 4.34118
H 21.39974 24.45752 3.11397
H 22.43318 25.18422 5.10056
H 23.02392 23.47578 4.60520
H 23.06994 24.72824 7.43345
H 23.73821 23.21298 7.08047
H 21.33520 23.52287 8.74660
H 22.98300 23.43475 9.35694
H 23.97051 21.17054 8.10319
H 22.99009 19.89081 8.93562
H 23.64141 21.27271 9.90344
C 14.05151 22.55544 16.92503
O 14.19166 23.09724 15.65438
C 15.18346 24.13797 15.56436
C 16.64203 23.69513 15.89373
O 16.96082 22.82156 14.87231
C 17.94308 21.85319 15.24542
C 18.47798 21.13965 13.96789
O 17.55241 20.33168 13.29486
C 18.10878 19.64033 12.15415
H 14.06622 23.38509 17.63183
H 14.94196 21.95174 17.10037
H 13.12633 21.98151 16.97750
H 14.76416 24.94251 16.16851
H 15.23979 24.48682 14.53323
H 16.64814 23.19621 16.86283
H 17.37819 24.49034 16.01118
H 17.38716 21.16473 15.88188
H 18.83156 22.24394 15.74142
H 19.28919 20.55777 14.40545
H 18.83970 21.85564 13.22991
H 18.91059 18.95439 12.42742
H 18.31118 20.22272 11.25529
H 17.34513 18.91488 11.87368
C 16.02090 13.15804 7.19965
O 16.25575 11.77943 6.82749
C 15.04253 11.06379 6.64818
C 15.39870 9.65132 6.23689
O 16.13324 9.61406 5.01760
C 16.17519 8.26807 4.43673
C 17.11322 8.28929 3.24141
O 18.38399 8.70996 3.62479
C 19.22118 8.73064 2.46422
H 16.99960 13.63695 7.16974
H 15.56511 13.10588 8.18839
H 15.38229 13.78397 6.57636
H 14.53637 11.49358 5.78378
H 14.38443 10.98114 7.51314
H 14.50260 9.03690 6.32409
H 15.99238 9.15966 7.00755
H 15.18500 7.97145 4.09084
H 16.37569 7.53209 5.21532
H 16.68337 8.99887 2.53444
H 17.08008 7.23020 2.98583
H 20.13338 9.20872 2.82118
H 18.82353 9.31301 1.63305
H 19.51975 7.71078 2.22167
*
```

Results
Largest force on an atom: 0.1330 hartree/bohr

These are the Löwdin partial charges, in e, on atoms 1 to 99: K 0.8977; K 0.8921; K 0.7638; C -0.6462; F 0.1142; F 0.1506; F 0.1045; S 0.6897; O -0.3578; O -0.3316; N -0.2930; S 0.5670; O -0.3359; O -0.3390; C -0.6898; F 0.1371; F 0.1197; F 0.1105; C -0.5929; F 0.1591; F 0.0792; F 0.1048; S 0.6501; O -0.3159; O -0.3266; N -0.3244; S 0.5937; O -0.3407; O -0.2985; C -0.6251; F 0.1395; F 0.0983; F 0.1047; C -0.5971; F 0.1043; F 0.1392; F 0.1472; S 0.6692; O -0.3673; O -0.2817; N -0.2970; S 0.4884; O -0.3052; O -0.3179; C -0.6497; F 0.1161; F 0.0885; F 0.1381; C -0.6705; F 0.1349; F 0.1486; F 0.0978; S 0.6506; O -0.3067; O -0.3157; N -0.3106; S 0.5532; O -0.3336; O -0.3360; C -0.6402; F 0.1110; F 0.1394; F 0.0828; C -0.0844; O -0.1902; C -0.1944; C -0.1842; O -0.1558; C -0.1094; C -0.1975; O -0.1837; C -0.1074; H 0.0768; H 0.0787; H 0.0810; H 0.1139; H 0.1238; H 0.1259; H 0.1196; H 0.1121; H 0.1026; H 0.1069; H 0.1141; H 0.0899; H 0.0852; H 0.0796; C -0.1014; O -0.1996; C -0.1716; C -0.1661; O -0.1447; C -0.1831; C -0.1823; O -0.2312; C -0.0565; H 0.0725; H 0.0880; H 0.0891; H 0.1194

---

[2]
ORCA calculation (the ωB97M-V functional and the def2-TZVPD basis) on 15 unconnected molecules or ions with the total composition C51H111N12O16.

```
! wB97M-V def2-TZVPD RIJCOSX def2/J DEFGRID3
* xyz 1 1
C -0.78877 2.10085 -1.89009
C -1.30180 0.73670 -1.33608
C -1.25271 -0.33047 -2.55163
C 0.20323 -0.78917 -2.82239
C 0.81703 -1.41481 -1.55466
C 0.93219 -0.41757 -0.38361
N -0.39389 0.24955 -0.17243
O -0.52595 0.92906 1.01740
C 1.98594 0.62141 -0.68810
C 1.25736 -1.18333 0.92369
C -2.69583 0.84470 -0.83565
H -1.57631 2.63141 -2.42788
H -0.09908 1.95291 -2.72156
H -0.43360 2.78065 -1.11604
H -1.62755 -0.00543 -3.52131
H -1.87856 -1.15780 -2.21724
H 0.85816 -0.02284 -3.23562
H 0.09766 -1.63784 -3.50019
H 1.81738 -1.79240 -1.76697
H 0.22710 -2.29810 -1.30661
H 1.79395 1.15280 -1.61766
H 3.00099 0.22322 -0.64455
H 2.14249 1.20969 0.21896
H 1.19035 -0.60156 1.84251
H 2.26478 -1.58926 0.83185
H 0.60306 -2.01812 1.17239
H -3.40928 0.82732 -1.65907
H -2.87577 1.69861 -0.18373
H -3.03241 -0.05296 -0.31436
O 1.68723 -4.71733 -2.23208
C 0.70640 -4.88873 -2.93046
N -0.45722 -5.01278 -2.31164
C 0.73809 -4.84929 -4.45270
H -1.24901 -5.15175 -2.92883
H -0.45539 -5.15164 -1.31431
H -0.23614 -4.85118 -4.94247
H 1.31823 -5.67076 -4.87371
H 1.24084 -3.96860 -4.85481
O -5.50369 2.49734 0.29432
C -5.65129 3.66736 -0.01425
N -6.47413 4.40558 0.69669
C -5.01958 4.24811 -1.26714
H -6.90478 4.00884 1.51877
H -6.77201 5.35854 0.55776
H -3.96343 3.98624 -1.19672
H -5.19891 5.31245 -1.40763
H -5.37940 3.63699 -2.09402
O 4.97663 3.80411 4.35653
C 4.34430 3.91906 3.31614
N 4.66320 4.74385 2.32087
C 3.03052 3.18798 3.07258
H 5.44901 5.37500 2.34831
H 4.20616 4.60587 1.42790
H 3.16931 2.22241 2.58430
H 2.47964 3.75304 2.32008
H 2.48577 3.11531 4.01196
O -1.95062 -1.59351 1.24996
C -2.26233 -2.72330 1.66935
N -1.67599 -3.29969 2.73106
C -3.45905 -3.32455 0.97805
H -2.18182 -3.94454 3.31907
H -0.83080 -2.96169 3.17147
H -4.00987 -3.91086 1.71610
H -3.10000 -4.04920 0.24648
H -4.08519 -2.57246 0.50497
O -3.25479 -2.08156 -4.14203
C -2.75491 -2.53955 -5.18388
N -2.95517 -3.80820 -5.53858
C -2.02913 -1.72784 -6.21852
H -2.63837 -4.23009 -6.39626
H -3.26747 -4.41005 -4.78546
H -1.24084 -1.19483 -5.68440
H -2.63303 -0.93445 -6.65930
H -1.60903 -2.33466 -7.01862
O 3.26018 4.21391 -0.04977
C 2.46052 4.71774 -0.83309
N 1.53323 5.53200 -0.32420
C 2.44307 4.44820 -2.28409
H 0.82314 5.87592 -0.95151
H 1.48451 5.71750 0.66539
H 3.27150 4.98903 -2.74160
H 1.51496 4.52405 -2.84757
H 2.74985 3.40049 -2.28230
O 1.28049 -2.85081 3.53539
C 1.94365 -3.77031 3.99740
N 1.40215 -4.94884 4.24024
C 3.35368 -3.50322 4.56341
H 1.77723 -5.62211 4.88820
H 0.53814 -5.11713 3.74727
H 3.17020 -2.93081 5.47339
H 3.83712 -2.84932 3.83959
H 3.91609 -4.38832 4.85664
O -3.12884 -5.44139 -3.18779
C -4.02364 -5.05769 -2.41447
N -4.16948 -3.76682 -2.21690
C -4.87374 -6.02792 -1.52445
H -3.67582 -3.09427 -2.80236
H -4.95175 -3.40416 -1.69342
H -5.93798 -6.06638 -1.75676
H -4.68834 -5.77912 -0.48058
H -4.55762 -7.04074 -1.77219
O -2.96544 1.54021 -5.81823
C -3.79128 1.85806 -4.95844
N -4.13214 0.96786 -4.03106
C -4.45383 3.15911 -4.99068
H -4.99927 1.11317 -3.53697
H -3.72606 0.04255 -4.05922
H -3.74326 3.95783 -4.77205
H -5.19146 3.30650 -4.20180
H -4.84341 3.33770 -5.99161
C 2.39760 -0.23812 9.12032
C 1.83974 -0.47904 7.75978
N 1.69787 0.72939 6.95685
C 1.80044 0.40994 5.51828
C 3.17130 0.06078 4.89594
C 0.49788 1.48853 7.24561
C 0.41115 2.83226 6.46714
H 3.23653 0.44209 8.96914
H 2.78089 -1.14968 9.57854
H 1.65385 0.21841 9.77416
H 2.55360 -1.19198 7.34080
H 0.96598 -1.13629 7.82765
H 1.01380 -0.33509 5.35982
H 1.48138 1.24811 4.89823
H 3.71757 1.00430 4.85547
H 3.77124 -0.65029 5.46320
H 3.08710 -0.26513 3.85910
H 0.53718 1.86351 8.26885
H -0.43130 0.94595 7.05220
H 1.36018 3.30389 6.20369
H -0.15194 3.63373 6.94498
H 0.00667 2.73263 5.45732
C -5.70714 -0.33863 3.01791
C -5.03264 0.21072 4.32783
N -4.15628 1.44305 4.11149
C -4.86571 2.63315 3.64206
C -5.53112 3.28773 4.80765
C -2.94952 1.05628 3.32091
C -1.99490 0.27558 4.21144
H -6.31654 0.45448 2.58905
H -6.31141 -1.22066 3.23352
H -4.91552 -0.72390 2.37374
H -5.87169 0.54287 4.94042
H -4.53062 -0.56872 4.89852
H -4.10437 3.31728 3.26626
H -5.56859 2.31703 2.86879
H -6.15805 4.13832 4.52977
H -6.25925 2.62218 5.27160
H -4.77132 3.69530 5.47344
H -2.41956 1.99525 3.14898
H -3.11184 0.55264 2.36631
H -1.00717 0.22180 3.75172
H -2.37768 -0.73349 4.37434
H -1.86549 0.68911 5.21155
O 4.75901 0.50492 0.98520
C 5.75196 1.14611 0.64331
O 7.00680 0.99296 1.11687
C 7.97243 1.78389 0.40010
C 7.13927 2.73220 -0.47241
C 5.71426 2.40306 -0.14597
H 8.53299 1.13224 -0.26979
H 8.65633 2.25987 1.10052
H 7.41584 2.52329 -1.50611
H 7.37215 3.78268 -0.30076
H 5.09420 2.47885 -1.03778
H 5.37536 3.20769 0.50468
O 3.28703 0.36072 -3.66744
C 3.79571 -0.70629 -3.42475
O 3.34457 -1.89697 -3.94744
C 4.24833 -2.99972 -3.68785
C 5.15748 -2.52909 -2.54353
C 5.02573 -0.98873 -2.55294
H 4.77119 -3.25339 -4.60998
H 3.72338 -3.89406 -3.35318
H 6.14884 -2.95963 -2.67651
H 4.74723 -2.90275 -1.60565
H 5.83450 -0.44822 -3.04490
H 4.77134 -0.55059 -1.58802
O 0.30848 -0.74206 -9.73299
C 0.94645 -0.65155 -8.72879
O 0.94167 -1.51049 -7.70145
C 1.85540 -1.15987 -6.62982
C 2.11455 0.30110 -6.87379
C 1.94042 0.43059 -8.38406
H 2.65667 -1.89194 -6.72436
H 1.39293 -1.24609 -5.64682
H 3.13889 0.51309 -6.56161
H 1.54958 0.95297 -6.20845
H 2.87474 0.41069 -8.94410
H 1.56360 1.44462 -8.52192
*
```

Results
Energy relative to the best compared isomer or geometry (same formula, charge and spin): 0.000 eV
Largest force on an atom: 0.1749 hartree/bohr

These are the Löwdin partial charges, in e, on atoms 1 to 99: C 0.0084; C -0.3727; C -0.0893; C -0.1520; C -0.1038; C -0.4253; N 0.1510; O 0.1492; C 0.0038; C -0.0090; C -0.0455; H 0.0909; H 0.0804; H 0.0887; H 0.0977; H 0.1076; H 0.0911; H 0.1045; H 0.1162; H 0.1163; H 0.0715; H 0.0728; H 0.0963; H 0.0801; H 0.1040; H 0.0630; H 0.0754; H 0.0840; H 0.0784; O 0.0094; C -0.6045; N 0.1814; C 0.0199; H 0.0588; H 0.1197; H 0.0619; H 0.0904; H 0.0688; O 0.0158; C -0.6178; N 0.1770; C 0.0124; H 0.1137; H 0.1146; H 0.0746; H 0.0820; H 0.0603; O 0.0338; C -0.5957; N 0.1536; C 0.0047; H 0.1187; H 0.0330; H 0.0698; H 0.0534; H 0.0663; O -0.0116; C -0.5436; N 0.1928; C -0.0087; H 0.1112; H 0.0717; H 0.0841; H 0.0638; H 0.0766; O -0.0347; C -0.5308; N 0.1984; C 0.0188; H 0.1215; H 0.0682; H 0.0732; H 0.0893; H 0.0821; O -0.0069; C -0.5824; N 0.1870; C 0.0134; H 0.1090; H 0.1221; H 0.1024; H 0.0862; H 0.0773; O 0.0045; C -0.5742; N 0.1729; C 0.0163; H 0.1168; H 0.1062; H 0.0682; H 0.0840; H 0.0776; O -0.0473; C -0.5386; N 0.1836; C 0.0209; H 0.0597; H 0.1175; H 0.0811

---

Number 1: orbital gap 6.156 eV, calculated total energy -12348.272275 Ha, highest occupied orbital energy -0.2381 hartree. Number 2: orbital gap 4.077 eV, calculated total energy -3870.600286 Ha, highest occupied orbital energy -0.3498 hartree.